153
Properties=species:S:1:pos:R:3:forces:R:3:lowdin_charge:R:1 method="wB97M-V/def2-TZVPD" total_energy_ev=-103203.6574 homo_energy_ev=-13.593 lumo_ev=-5.89 homo_lumo_gap_ev=7.70 charge=+3
P -21.99375 17.63307 10.16977 -1.804 -0.427 1.014 0.200
F -21.15041 16.47993 9.40985 0.075 0.099 -0.222 -0.169
F -21.73370 18.65854 8.97404 0.679 0.640 -0.171 -0.149
F -23.37847 17.20919 9.39484 0.738 -1.258 0.009 -0.178
F -22.98652 18.66527 10.94721 1.257 0.683 0.304 -0.169
F -22.22067 16.58843 11.41222 -0.295 -0.198 -0.487 -0.182
F -20.65975 18.14438 10.96294 -0.375 0.291 -0.537 -0.168
C -22.75785 13.65011 6.54253 -0.744 -0.165 0.623 -0.077
C -23.15601 14.72313 5.53184 -0.230 0.059 -0.494 -0.215
C -23.32673 16.05026 6.26057 0.403 0.166 0.438 -0.148
N -23.52288 17.26000 5.38622 -0.912 -0.631 -2.110 -0.243
C -24.74351 16.95433 4.51596 0.252 0.473 0.969 0.045
C -23.76451 18.59886 6.11849 1.339 -1.284 -1.399 -0.043
C -23.04500 19.61489 5.20824 0.362 0.965 0.922 -0.124
C -22.34819 18.93539 4.03976 0.449 -0.308 -0.597 -0.144
C -22.37025 17.45920 4.38511 0.116 -0.043 1.494 -0.088
H -22.90601 14.01513 7.56585 0.463 0.215 -0.008 0.065
H -21.73560 13.31167 6.39504 -0.008 -0.074 0.119 0.064
H -23.44475 12.80220 6.54722 0.253 -0.168 -0.513 0.078
H -24.06750 14.45498 4.99955 -0.096 -0.150 0.219 0.109
H -22.40082 14.77773 4.74513 0.104 0.189 0.125 0.113
H -22.44801 16.16812 6.90028 0.050 0.585 -0.151 0.122
H -24.16884 16.00983 6.95385 -0.112 0.060 -0.117 0.128
H -24.98872 17.82422 3.91166 -0.084 0.120 0.210 0.125
H -25.49866 16.71925 5.26342 -0.499 0.010 -0.530 0.116
H -24.53703 16.12721 3.84993 -0.008 -0.134 0.104 0.097
H -24.82861 18.72653 6.27285 0.070 0.001 0.330 0.120
H -23.13052 18.46213 6.98899 -0.782 0.272 0.631 0.104
H -23.59267 20.50225 4.89944 -0.411 -0.248 0.100 0.128
H -22.29087 19.96862 5.91569 0.227 0.471 -0.481 0.107
H -22.70355 19.14796 3.03066 -0.802 -0.059 0.280 0.124
H -21.31483 19.27266 3.93746 0.050 -0.098 0.351 0.121
H -22.52743 16.75663 3.57602 0.234 0.073 -0.104 0.127
H -21.48674 17.20505 4.97433 0.145 -0.151 -0.302 0.136
C -26.34381 13.53127 7.97988 -1.290 -0.815 -0.724 -0.093
C -25.79823 13.34708 9.38001 1.114 0.722 0.227 -0.218
C -26.23850 14.52395 10.24965 -0.621 0.278 -0.668 -0.125
N -25.93414 14.45342 11.70689 -0.816 -0.595 0.772 -0.233
C -24.47581 14.32706 11.99786 0.713 1.040 -1.224 0.012
C -26.60506 13.26311 12.37131 -1.412 -0.164 -0.307 -0.099
C -26.65659 13.61594 13.84281 1.306 0.174 0.192 -0.125
C -26.67139 15.16494 13.86385 -0.183 -0.921 1.610 -0.152
C -26.58251 15.63227 12.45065 0.852 0.514 -0.015 -0.089
H -26.31880 14.51164 7.50180 0.432 0.229 0.495 0.075
H -27.40955 13.27616 7.99670 -0.015 0.169 0.031 0.093
H -25.95284 12.81215 7.25701 0.346 0.016 0.204 0.076
H -24.70223 13.32924 9.34628 0.018 -0.014 0.024 0.095
H -26.09502 12.37910 9.78238 -0.247 0.059 -0.003 0.116
H -27.31879 14.65611 10.14889 -0.069 -0.217 0.323 0.149
H -25.86449 15.47834 9.87141 0.435 -0.090 0.096 0.140
H -23.93070 15.01981 11.35170 -0.218 0.176 -0.021 0.092
H -24.11628 13.34411 11.70712 -0.253 -0.201 0.381 0.105
H -24.19108 14.62053 13.00323 -0.466 -0.356 0.215 0.089
H -26.11014 12.33761 12.09206 0.257 0.096 0.181 0.131
H -27.62434 13.18940 11.98276 0.091 0.219 -0.223 0.150
H -25.71928 13.26568 14.28270 -0.158 -0.031 0.248 0.113
H -27.46034 13.22132 14.45501 -0.177 -0.378 -0.501 0.128
H -25.83996 15.47605 14.50014 -0.018 0.322 -0.184 0.101
H -27.58281 15.45004 14.38652 0.005 0.497 -0.324 0.129
H -25.92936 16.49911 12.36203 -0.035 -0.022 -0.431 0.114
H -27.55487 15.92427 12.05741 0.160 -0.386 -0.565 0.137
C -20.97126 13.23677 12.44831 -1.007 -0.558 -0.229 -0.082
C -20.10036 13.78283 11.34024 -0.385 -0.447 -1.302 -0.222
C -19.30819 12.65416 10.65214 0.585 0.246 1.353 -0.138
N -18.41702 13.07570 9.50438 0.164 -0.866 0.772 -0.239
C -17.58938 14.27731 9.90927 -0.213 -0.430 -0.794 0.042
C -19.29238 13.34681 8.29110 0.772 0.683 -0.921 -0.113
C -18.36136 12.94147 7.14496 -0.733 -0.445 0.681 -0.137
C -17.82607 11.60659 7.59659 1.413 -0.153 0.938 -0.135
C -17.57069 11.82971 9.12136 -0.298 -0.383 -1.304 -0.055
H -21.52713 12.35611 12.10676 0.257 -0.184 0.067 0.084
H -21.77633 13.93269 12.68922 0.346 0.315 0.194 0.050
H -20.43288 12.96820 13.35497 0.089 0.067 -0.038 0.092
H -19.55341 14.62817 11.75335 0.468 -0.127 -0.406 0.116
H -20.71030 14.12772 10.49802 -0.334 0.664 0.481 0.098
H -19.96673 11.90085 10.22434 -0.207 0.056 0.186 0.136
H -18.68287 12.14394 11.38779 0.199 0.035 -0.126 0.142
H -17.38464 14.26414 10.97439 -0.292 0.021 0.055 0.113
H -18.21168 15.09631 9.56195 0.399 0.524 0.572 0.100
H -16.62517 14.27196 9.40666 -0.150 -0.054 -0.263 0.109
H -19.49206 14.40911 8.15407 -0.285 0.024 0.685 0.122
H -20.22516 12.80571 8.41215 0.073 -0.215 -0.200 0.126
H -17.55512 13.67114 7.24290 0.155 -0.032 -0.647 0.122
H -18.77837 12.93691 6.14216 -0.139 0.210 0.069 0.129
H -16.85613 11.44616 7.12482 -0.114 -0.317 -0.071 0.124
H -18.40482 10.69206 7.49561 -0.487 0.365 -0.529 0.126
H -16.49556 11.90663 9.26322 -0.155 0.785 0.579 0.137
H -17.91381 10.96448 9.68038 -0.111 0.226 0.242 0.125
C -15.97606 18.74267 10.73986 1.820 0.435 -0.427 -0.084
C -16.68874 19.75279 9.85426 -2.278 -0.091 0.574 -0.209
C -18.04366 20.08229 10.50552 -0.286 0.574 0.141 -0.133
N -18.76395 21.24453 9.82257 0.035 -0.354 0.055 -0.255
C -19.00863 20.87021 8.38656 -0.184 -0.200 0.519 0.025
C -20.10543 21.52450 10.54258 0.277 -0.133 -0.531 -0.068
C -20.25687 23.06922 10.68464 0.673 -1.607 -0.569 -0.102
C -19.09656 23.60876 9.85127 0.438 0.600 -0.306 -0.147
C -18.01784 22.54781 9.87167 0.300 0.200 0.277 -0.119
H -15.56018 19.15656 11.66004 -0.481 0.209 0.119 0.088
H -15.06249 18.45718 10.20872 -0.131 -0.334 0.000 0.084
H -16.52407 17.83513 10.98082 -0.349 0.138 -0.167 0.072
H -16.91706 19.31672 8.88148 0.345 -0.065 -0.077 0.106
H -16.25836 20.73990 9.69192 0.977 -0.394 0.120 0.112
H -17.92355 20.38455 11.54835 0.227 0.185 -0.059 0.140
H -18.77926 19.27863 10.54296 0.203 -0.191 -0.324 0.108
H -19.69815 21.58752 7.95147 0.100 0.033 -0.113 0.115
H -19.44678 19.87323 8.38528 -0.163 0.069 -0.063 0.100
H -18.05611 20.84155 7.86853 -0.055 0.186 -0.104 0.103
H -20.83957 21.01973 9.91785 -0.265 0.194 0.150 0.114
H -20.10363 21.02981 11.51039 0.218 -0.112 -0.063 0.123
H -21.24141 23.30615 10.29659 -0.018 0.605 0.383 0.121
H -20.09154 23.25991 11.74042 -0.426 0.576 -0.011 0.120
H -19.32606 23.79598 8.80012 -0.508 -0.093 0.091 0.121
H -18.66078 24.55283 10.18043 -0.256 -0.012 0.294 0.133
H -17.35515 22.70491 9.02217 0.012 -0.490 -0.054 0.138
H -17.38881 22.53776 10.76334 -0.262 0.105 0.168 0.146
C -22.26396 16.53741 14.89385 -0.098 -0.343 -0.341 -0.079
C -22.98750 17.84676 15.22575 0.424 0.173 0.488 -0.208
C -23.90825 18.30798 14.12393 -0.739 1.037 -1.479 -0.123
N -24.62340 19.64643 14.24884 0.303 0.541 3.105 -0.261
C -23.59088 20.71370 14.54586 -0.236 1.041 -1.601 -0.105
C -24.16626 22.11843 14.39032 -1.167 0.409 0.908 -0.163
C -24.97986 22.40036 13.12755 0.759 -0.097 -0.704 -0.175
C -26.03111 21.33616 12.87598 0.340 -0.355 1.044 -0.130
C -25.39368 19.96313 12.99376 0.430 -1.225 -0.872 -0.115
C -25.54293 19.56706 15.44846 -0.969 -0.152 -1.220 0.044
H -21.51537 16.59544 14.10178 0.087 0.470 0.124 0.070
H -22.92936 15.75230 14.52126 -0.318 0.111 0.299 0.053
H -21.79991 16.16207 15.80358 0.120 -0.052 -0.081 0.085
H -22.23958 18.62390 15.39934 0.142 -0.065 -0.206 0.111
H -23.41975 17.72632 16.22076 -0.601 -0.046 -0.245 0.115
H -24.76325 17.68716 13.85094 0.421 -0.698 0.225 0.116
H -23.34057 18.52137 13.21542 0.224 -0.765 -0.037 0.111
H -22.84920 20.59245 13.75159 0.310 -0.229 0.280 0.137
H -23.16879 20.62257 15.54051 0.004 -0.465 -0.039 0.134
H -23.41271 22.88814 14.56026 0.355 -0.282 -0.253 0.125
H -24.84143 22.29765 15.23746 -0.017 -0.089 0.026 0.118
H -24.31466 22.40114 12.25459 0.088 0.135 0.038 0.115
H -25.41293 23.39696 13.19348 -0.054 -0.031 0.005 0.125
H -26.48478 21.37430 11.88686 -0.116 0.117 0.038 0.120
H -26.81128 21.44650 13.63365 -0.252 -0.110 -0.239 0.127
H -24.64888 19.75411 12.21932 -0.047 0.568 -0.211 0.113
H -26.10423 19.14852 12.82321 -0.276 0.165 0.305 0.117
H -26.09003 20.50277 15.51199 0.265 0.082 0.409 0.102
H -25.03961 19.26768 16.35950 0.245 0.283 -0.057 0.106
H -26.30208 18.82597 15.19180 0.086 -0.143 0.120 0.115
C -26.32474 19.26981 8.94736 -1.335 0.602 -0.158 -0.632
F -26.50075 20.14003 7.93775 0.096 0.016 -0.008 0.108
F -25.90095 18.13127 8.37149 0.369 -0.284 0.328 0.077
F -25.35637 19.78193 9.72737 -0.044 -0.448 -0.073 0.103
S -27.96354 19.02330 9.87029 -1.507 -0.696 0.805 0.465
O -27.55734 18.27983 11.06490 1.009 -0.083 0.129 -0.373
O -28.42390 20.35973 10.17037 0.757 -0.154 -0.485 -0.302
O -28.81851 18.20757 9.02471 1.114 0.716 -0.263 -0.313